DFT (ωB97M-V/def2-TZVPD) results for C44H39FeN7P2S2Se as an isolated structure.

Structure (XYZ):
```
96
C44H39FeN7P2S2Se (ωB97M-V/def2-TZVPD)
Fe 0.153 -0.232 -1.414
S 0.216 -2.208 0.320
P -0.552 -0.687 1.391
C -0.296 0.775 0.508
P -1.754 1.332 -0.204
S -2.478 0.076 -1.619
C -3.119 1.773 0.946
C -4.416 1.301 0.785
C -5.417 1.701 1.665
C -5.123 2.565 2.709
C -3.820 3.025 2.885
C -2.822 2.629 2.008
C -1.355 3.043 -0.749
C -2.372 3.895 -1.183
C -2.081 5.196 -1.573
C -0.768 5.651 -1.543
C 0.247 4.808 -1.107
C -0.046 3.509 -0.702
C 0.419 -0.533 2.941
C 1.274 0.554 3.098
C 2.064 0.663 4.239
C 2.002 -0.313 5.226
C 1.152 -1.403 5.070
C 0.369 -1.516 3.929
C -2.200 -1.135 2.035
C -2.716 -0.468 3.147
C -4.004 -0.734 3.587
C -4.790 -1.662 2.914
C -4.286 -2.321 1.802
C -2.993 -2.056 1.361
H -4.627 0.623 -0.033
H -6.431 1.337 1.534
H -5.906 2.882 3.388
H -3.589 3.695 3.706
H -1.801 2.976 2.137
H -3.391 3.527 -1.231
H -2.877 5.851 -1.908
H -0.536 6.663 -1.856
H 1.274 5.157 -1.093
H 0.737 2.841 -0.358
H 1.291 1.303 2.311
H 2.719 1.518 4.367
H 2.611 -0.222 6.118
H 1.093 -2.158 5.846
H -0.290 -2.368 3.803
H -2.105 0.262 3.665
H -4.397 -0.213 4.451
H -5.795 -1.872 3.260
H -4.898 -3.046 1.278
H -2.582 -2.565 0.500
N -1.347 -4.498 -2.801
C -1.379 -3.175 -2.550
N -0.356 -2.404 -2.567
C 0.896 -2.936 -2.876
N 1.923 -2.167 -3.025
N 1.581 -0.850 -2.821
C 2.127 0.033 -3.522
C 1.399 1.316 -3.652
C 1.857 2.331 -4.465
C 0.985 3.349 -4.827
C -0.324 3.282 -4.395
C -0.688 2.241 -3.548
N 0.162 1.317 -3.122
C 1.009 -4.370 -3.156
C 2.213 -4.977 -3.517
C 2.247 -6.319 -3.834
C 1.075 -7.076 -3.789
C -0.124 -6.492 -3.443
C -0.157 -5.135 -3.129
H -2.195 -5.034 -2.754
H -2.349 -2.745 -2.310
H 2.948 -0.215 -4.194
H 2.878 2.298 -4.828
H 1.308 4.149 -5.481
H -1.058 4.016 -4.697
H -1.713 2.125 -3.224
H 3.102 -4.362 -3.553
H 3.182 -6.784 -4.120
H 1.102 -8.131 -4.032
H -1.034 -7.082 -3.417
C 3.584 -2.015 1.094
N 4.115 -0.746 1.572
C 4.975 -0.606 2.650
C 5.291 0.698 2.740
N 4.615 1.348 1.718
C 4.701 2.763 1.411
C 3.889 0.455 0.998
Se 2.849 0.844 -0.466
H 4.323 -2.795 1.274
H 3.378 -1.933 0.029
H 2.651 -2.261 1.599
H 5.269 -1.445 3.256
H 5.932 1.220 3.430
H 5.581 3.175 1.899
H 3.809 3.288 1.752
H 4.777 2.888 0.333
```

Calculated values
E_LUMO (alpha / beta) = -0.311 / -0.378 eV
total energy = -7227.66823 Eh
Kohn-Sham gap (alpha / beta) = 0.206 / 0.214 hartree
spin multiplicity = 5
HOMO (alpha / beta) = -5.9 / -6.2 eV
charge = 0